[1]
A molecular structure, C25H22Br45IO5 at a distorted geometry. Source: the OMol25 dataset; level of theory: ωB97M-V/def2-TZVPD.

The total charge is 0. The HOMO-LUMO gap is 8.340 eV. For the max |F|, the calculation gives 2.99 eV Å⁻¹. The spin multiplicity is 1.

Positions of all 98 atoms, in Å:
C -0.710 0.673 2.614
C -1.674 -0.508 2.380
O -2.685 -0.712 2.977
O -1.287 -1.400 1.400
C -0.584 -0.821 0.345
O -1.152 -0.091 -0.404
C 0.880 -1.177 0.246
C 1.631 0.068 -0.124
C 2.511 0.639 0.690
C 3.148 1.904 0.216
O 4.308 2.213 0.349
C 2.183 2.791 -0.522
I 2.235 4.843 -0.192
C 1.309 2.228 -1.348
C 1.361 0.736 -1.443
O 1.240 0.122 -2.472
H -0.694 1.098 3.654
H -0.896 1.460 1.884
H 0.305 0.315 2.439
H 1.215 -1.477 1.238
H 1.052 -1.986 -0.460
H 2.746 0.246 1.668
H 0.567 2.777 -1.911
C -2.714 0.808 6.828
Br -2.245 -0.287 8.346
Br -2.320 2.668 7.149
Br -1.921 0.185 5.186
H -3.784 0.730 6.701
C -6.194 1.051 3.142
Br -6.198 0.602 5.013
Br -7.833 1.898 2.617
Br -4.671 2.116 2.666
H -6.128 0.123 2.592
C 0.870 -0.386 -6.242
Br -0.308 1.076 -6.665
Br -0.023 -1.758 -5.236
Br 1.715 -1.087 -7.820
H 1.654 0.009 -5.614
C 5.140 -0.723 -4.539
Br 4.025 0.802 -4.899
Br 4.116 -2.065 -3.622
Br 5.952 -1.416 -6.137
H 5.938 -0.394 -3.891
C 6.431 -0.168 3.449
Br 6.916 -1.951 2.904
Br 7.957 0.818 4.078
Br 5.479 0.785 2.064
H 5.757 -0.273 4.289
C 5.567 -4.505 6.140
Br 6.205 -2.828 6.830
Br 4.138 -4.249 4.877
Br 6.996 -5.559 5.401
H 5.157 -5.060 6.971
C -7.823 5.146 0.584
Br -9.290 6.014 -0.312
Br -6.562 4.411 -0.660
Br -6.970 6.312 1.849
H -8.236 4.319 1.142
C 2.206 -5.627 -2.765
Br 1.761 -3.880 -2.081
Br 1.779 -5.765 -4.631
Br 4.040 -6.070 -2.410
H 1.592 -6.342 -2.237
C -2.796 5.846 -2.175
Br -2.357 4.406 -0.975
Br -3.257 7.446 -1.219
Br -1.388 6.147 -3.451
H -3.672 5.541 -2.730
C 1.909 -3.432 -11.521
Br 2.187 -5.246 -12.095
Br 3.493 -2.695 -10.717
Br 1.261 -2.324 -12.951
H 1.144 -3.451 -10.758
C -7.404 -2.514 0.858
Br -7.402 -2.963 2.727
Br -9.047 -1.664 0.331
Br -5.865 -1.458 0.381
H -7.334 -3.440 0.306
C -4.130 1.493 -6.210
Br -4.732 0.083 -7.367
Br -4.852 3.199 -6.725
Br -4.470 1.098 -4.359
H -3.060 1.568 -6.322
C -8.265 7.484 -4.056
Br -7.385 8.950 -3.177
Br -9.495 8.095 -5.401
Br -7.000 6.226 -4.772
H -8.843 6.962 -3.306
C 9.529 -8.237 6.359
Br 10.834 -7.480 5.168
Br 9.776 -10.131 6.579
Br 9.497 -7.322 8.048
H 8.560 -8.093 5.903
C 4.013 0.424 7.924
Br 3.227 2.092 8.455
Br 3.454 -0.090 6.152
Br 5.931 0.459 8.080
H 3.650 -0.334 8.602

Here is what Löwdin gives for the atomic charges, in e:
1. C -0.04
2. C -0.52
3. O -0.05
4. O 0.10
5. C -0.42
6. O 0.19
7. C -0.02
8. C -0.13
9. C 0.02
10. C -0.44
11. O -0.08
12. C -0.65
13. I 0.95
14. C -0.04
15. C -0.34
16. O 0.10
17. H -0.01
18. H 0.10
19. H 0.07
20. H 0.13
21. H 0.04
22. H 0.09
23. H 0.11
24. C -1.59
25. Br 0.57
26. Br 0.57
27. Br 0.84
28. H -0.09
29. C -1.63
30. Br 0.61
31. Br 0.61
32. Br 0.60
33. H -0.12
34. C -1.65
35. Br 0.61
36. Br 0.58
37. Br 0.56
38. H -0.13
39. C -1.61
40. Br 0.63
41. Br 0.55
42. Br 0.59
43. H -0.03
44. C -1.61
45. Br 0.55
46. Br 0.57
47. Br 0.78
48. H -0.10
49. C -1.62
50. Br 0.55
51. Br 0.56
52. Br 0.59
53. H -0.03
54. C -1.65
55. Br 0.59
56. Br 0.55
57. Br 0.58
58. H -0.10
59. C -1.62
60. Br 0.57
61. Br 0.59
62. Br 0.59
63. H -0.03
64. C -1.65
65. Br 0.54
66. Br 0.57
67. Br 0.57
68. H -0.04
69. C -1.66
70. Br 0.57
71. Br 0.55
72. Br 0.58
73. H -0.03
74. C -1.63
75. Br 0.59
76. Br 0.58
77. Br 0.62
78. H -0.03
79. C -1.67
80. Br 0.58
81. Br 0.56
82. Br 0.57
83. H -0.11
84. C -1.66
85. Br 0.56
86. Br 0.58
87. Br 0.54
88. H -0.07
89. C -1.68
90. Br 0.57
91. Br 0.58
92. Br 0.56
93. H -0.08
94. C -1.63
95. Br 0.59
96. Br 0.56
97. Br 0.56
98. H -0.03



[2]
A molecular structure, C25H22BrINO2PdS2SeSi. Source: the OMol25 dataset; level of theory: ωB97M-V/def2-TZVPD.

The value obtained for the energy relative to the best compared isomer or geometry (same formula, charge and spin) is 0.00 kcal/mol. The total charge is -1. The HOMO-LUMO gap is 6.860 eV. For the max |F|, the calculation gives 0.25 eV Å⁻¹. The spin multiplicity is 1.

Positions of all 57 atoms, in Å:
Pd 0.416 0.366 -0.474
S 2.109 0.663 -2.204
C 2.104 -0.477 -3.522
C 2.338 0.026 -4.817
C 2.408 -0.790 -5.927
C 2.217 -2.167 -5.811
C 1.964 -2.692 -4.558
C 1.929 -1.874 -3.428
S 1.728 -2.669 -1.864
H 2.470 1.095 -4.919
H 2.603 -0.350 -6.898
H 2.255 -2.812 -6.679
H 1.795 -3.754 -4.431
I -2.055 1.438 -2.084
C -3.037 0.958 -0.292
C -4.396 1.104 -0.331
C -5.178 0.913 0.825
C -4.567 0.611 2.002
C -3.160 0.454 2.074
C -2.564 0.165 3.324
C -1.213 0.013 3.420
C -0.412 0.094 2.264
C -0.935 0.346 1.016
C -2.344 0.585 0.905
H -4.876 1.391 -1.256
H -6.253 1.032 0.770
H -5.143 0.488 2.912
H -3.204 0.083 4.195
H -0.749 -0.186 4.380
H 0.661 -0.026 2.360
Br 1.740 7.568 0.451
C 2.376 5.975 1.267
C 3.326 6.064 2.271
N 3.815 4.990 2.884
C 3.358 3.799 2.500
C 2.405 3.620 1.505
C 1.900 4.742 0.867
C 1.936 2.221 1.140
O 1.042 2.216 0.226
O 2.444 1.261 1.708
H 3.701 7.031 2.587
H 3.759 2.925 2.999
H 1.160 4.627 0.088
C 0.823 -3.374 1.533
Si -0.624 -3.354 0.364
C -2.229 -2.918 1.201
C -0.785 -4.987 -0.535
Se -0.262 -1.792 -1.329
H 0.701 -4.188 2.254
H 0.885 -2.431 2.076
H 1.765 -3.522 1.002
H -2.539 -3.761 1.826
H -3.023 -2.725 0.476
H -2.122 -2.041 1.838
H -0.973 -5.793 0.180
H 0.124 -5.222 -1.088
H -1.617 -4.958 -1.241

Here is what natural (NBO) gives for the atomic charges, in e:
1. Pd 0.58
2. S -0.29
3. C -0.16
4. C -0.18
5. C -0.22
6. C -0.27
7. C -0.19
8. C -0.27
9. S 0.07
10. H 0.21
11. H 0.20
12. H 0.20
13. H 0.21
14. I 0.17
15. C -0.10
16. C -0.27
17. C -0.23
18. C -0.20
19. C 0.03
20. C -0.26
21. C -0.20
22. C -0.30
23. C -0.13
24. C -0.20
25. H 0.22
26. H 0.21
27. H 0.20
28. H 0.20
29. H 0.21
30. H 0.25
31. Br 0.03
32. C -0.14
33. C 0.00
34. N -0.42
35. C 0.06
36. C -0.16
37. C -0.16
38. C 0.77
39. O -0.73
40. O -0.68
41. H 0.19
42. H 0.22
43. H 0.26
44. C -1.14
45. Si 1.51
46. C -1.14
47. C -1.14
48. Se -0.02
49. H 0.23
50. H 0.26
51. H 0.25
52. H 0.23
53. H 0.25
54. H 0.27
55. H 0.23
56. H 0.25
57. H 0.24



[3]
A molecular structure, C25H22CdClF7INO6P at a distorted geometry. Source: the OMol25 dataset; level of theory: ωB97M-V/def2-TZVPD.

The total charge is +1. The HOMO-LUMO gap is 1.623 eV. For the max |F|, the calculation gives 9.13 eV Å⁻¹. The spin multiplicity is 1.

Positions of all 65 atoms, in Å:
C 2.855 0.276 -1.408
C 2.294 0.748 -2.898
P 0.612 1.715 -2.738
C -0.146 1.804 -4.489
C -0.424 0.662 -1.529
C -0.504 1.027 -0.057
C 0.237 2.340 0.609
C -0.807 3.496 1.152
C -0.547 4.971 0.439
C 0.956 5.600 0.807
N 1.502 6.247 -0.461
C 2.701 7.087 -0.071
C 4.136 6.303 0.144
O 2.526 8.406 0.104
C -1.381 0.085 1.012
O -2.097 0.663 1.976
C -1.306 -1.544 0.706
C -1.234 -1.943 -0.917
C -1.120 -3.540 -1.260
C -1.002 -4.054 -2.847
C 0.533 -4.650 -3.139
O 0.609 -5.629 -4.059
I 2.358 -3.909 -2.173
C -1.117 -4.705 -0.058
Cl -1.045 -6.457 -0.654
C -1.178 -4.347 1.559
C -1.138 -5.409 2.792
F -0.734 -6.791 2.475
F -0.172 -4.966 3.869
C -2.630 -5.538 3.538
F -3.179 -6.868 3.076
F -3.605 -4.522 3.081
C -2.538 -5.636 5.171
F -2.245 -4.339 5.854
F -1.657 -6.762 5.660
F -3.922 -6.020 5.639
C -1.298 -2.711 1.893
C -1.430 -2.113 3.444
O -2.663 -1.760 3.877
O -0.217 -1.969 4.294
C -1.243 -0.711 -2.023
O -1.868 -0.724 -3.201
H 2.274 0.798 -0.530
H 4.007 0.542 -1.263
H 2.728 -0.895 -1.228
H 3.087 1.321 -3.540
H 2.009 -0.261 -3.460
H -0.193 2.949 -4.821
H -1.244 1.404 -4.578
H 0.536 1.202 -5.255
H 1.005 2.857 -0.111
H 0.854 1.940 1.531
H -0.625 3.647 2.303
H -1.926 3.182 0.913
H -1.394 5.746 0.755
H -0.520 4.805 -0.738
H 0.871 6.348 1.712
H 1.668 4.709 1.128
H 1.772 5.456 -1.118
H 4.677 6.705 1.111
H 3.936 5.146 0.237
H 4.867 6.478 -0.771
H -1.758 -4.930 -3.025
H -1.151 -3.193 -3.622
Cd -2.351 0.233 -4.819

Here is what natural (NBO) gives for the atomic charges, in e:
1. C -0.65
2. C -0.71
3. P 0.86
4. C -0.87
5. C -0.50
6. C 0.16
7. C -0.50
8. C -0.41
9. C -0.41
10. C -0.24
11. N -0.69
12. C 0.69
13. C -0.75
14. O -0.52
15. C 0.47
16. O -0.41
17. C -0.06
18. C -0.16
19. C 0.05
20. C -0.54
21. C 0.38
22. O -0.51
23. I 0.17
24. C 0.02
25. Cl 0.07
26. C -0.05
27. C 0.64
28. F -0.30
29. F -0.31
30. C 0.59
31. F -0.32
32. F -0.30
33. C 0.94
34. F -0.29
35. F -0.31
36. F -0.32
37. C 0.04
38. C 0.67
39. O -0.55
40. O -0.55
41. C 0.65
42. O -0.90
43. H 0.22
44. H 0.25
45. H 0.24
46. H 0.27
47. H 0.23
48. H 0.31
49. H -0.02
50. H 0.28
51. H 0.24
52. H 0.28
53. H 0.24
54. H 0.24
55. H 0.25
56. H 0.19
57. H 0.24
58. H 0.16
59. H 0.36
60. H 0.27
61. H 0.21
62. H 0.26
63. H 0.30
64. H 0.25
65. Cd 1.46



[4]
A molecular structure, C25H22CeNO4S at a distorted geometry. Source: the OMol25 dataset; level of theory: ωB97M-V/def2-TZVPD.

The value obtained for the energy relative to the best compared isomer or geometry (same formula, charge and spin) is 39.00 kcal/mol. The total charge is +1. The HOMO-LUMO gap (alpha / beta) is 4.614 / 4.583 eV. For the max |F|, the calculation gives 2.28 eV Å⁻¹. The spin multiplicity is 1.

Positions of all 54 atoms, in Å:
C 0.024 -0.065 2.524
C 1.317 -0.427 2.003
C 1.937 0.762 1.499
H 1.731 -1.432 1.942
C 1.033 1.852 1.697
C -0.139 1.348 2.344
H -1.001 1.915 2.703
H -0.732 -0.736 2.934
H 2.938 0.803 1.084
H 1.226 2.896 1.449
C -1.825 -1.015 -1.901
C -2.078 -1.685 -0.661
C -2.689 -0.754 0.246
H -1.861 -2.720 -0.423
C -2.831 0.497 -0.448
C -2.295 0.334 -1.768
H -2.296 1.103 -2.542
H -1.353 -1.474 -2.768
H -2.989 -0.975 1.268
H -3.325 1.389 -0.052
Ce -0.222 -0.001 -0.014
O 0.896 2.993 -1.798
C 2.262 2.800 -2.241
C 1.766 4.197 -1.978
H 2.913 2.355 -1.492
H 2.385 2.514 -3.286
H 2.090 4.667 -1.044
H 2.464 6.796 -2.156
C 1.982 6.449 -3.078
C 1.511 5.113 -3.112
C 0.894 4.651 -4.298
H 0.529 3.626 -4.355
C 0.735 5.516 -5.388
H 0.227 5.151 -6.282
C 1.214 6.829 -5.337
H 1.087 7.491 -6.188
C 1.854 7.288 -4.179
H 2.247 8.306 -4.133
O -2.758 -6.609 0.860
S -2.710 -5.535 1.827
O -3.920 -5.239 2.553
N -1.998 -4.139 1.226
C -0.819 -3.794 1.737
O -0.150 -2.785 1.345
C -0.391 -4.779 2.800
C 0.744 -4.747 3.617
C 0.982 -5.835 4.454
C 0.086 -6.925 4.512
C -1.104 -6.924 3.751
C -1.306 -5.819 2.919
H 1.391 -3.868 3.585
H 1.869 -5.845 5.081
H 0.315 -7.772 5.156
H -1.854 -7.743 3.807

Here is what Löwdin gives for the atomic charges, in e:
1. C -0.18
2. C -0.18
3. C -0.13
4. H 0.13
5. C -0.11
6. C -0.12
7. H 0.14
8. H 0.14
9. H 0.13
10. H 0.13
11. C -0.13
12. C -0.16
13. C -0.14
14. H 0.09
15. C -0.13
16. C -0.12
17. H 0.13
18. H 0.14
19. H 0.14
20. H 0.14
21. Ce 1.63
22. O -0.11
23. C -0.09
24. C -0.18
25. H 0.10
26. H 0.12
27. H 0.15
28. H 0.12
29. C -0.03
30. C -0.18
31. C -0.03
32. H 0.11
33. C -0.07
34. H 0.11
35. C -0.07
36. H 0.11
37. C -0.07
38. H 0.11
39. O -0.30
40. S 0.66
41. O -0.30
42. N -0.06
43. C -0.48
44. O -0.08
45. C -0.14
46. C -0.02
47. C -0.07
48. C -0.05
49. C -0.02
50. C -0.21
51. H 0.11
52. H 0.10
53. H 0.11
54. H 0.14